Record 1
Here is one molecule with the formula C5H9N from the OMol25 dataset. Energies are from ωB97M-V/def2-TZVPD.

Last column: Löwdin charge in e.
Positions of all 15 atoms, in Å:
C (1.69319, -0.75282, -0.15471)  -0.1285
C (1.68741, 0.74845, -0.15193)  -0.0867
C (0.56476, -0.07371, 0.39136)  -0.3735
N (-0.61081, -0.06814, -0.43683)  -0.1103
C (-1.73385, 0.78165, 0.01255)  -0.1028
C (-1.79559, -0.72006, -0.00670)  -0.1643
H (2.39314, -1.28198, 0.43246)  0.0880
H (1.54165, -1.20248, -1.13440)  0.1138
H (1.48897, 1.13634, -1.11346)  0.0858
H (2.37143, 1.31904, 0.51044)  0.1115
H (0.33623, -0.03377, 1.48730)  0.1591
H (-1.42451, 1.29155, 0.86287)  0.0708
H (-2.19293, 1.40921, -0.78152)  0.1096
H (-2.39132, -1.16668, -0.83037)  0.1013
H (-1.92777, -1.38660, 0.91292)  0.1264

Calculated values
- Gap between HOMO and LUMO: 10.3 eV
- Relative energy (zero: lowest compared OMol25 entry of this formula, charge and spin): 61.3 kcal/mol



Record 2
Here is a 2-piece molecular cluster, C5H9N overall from the OMol25 dataset. Energies are from ωB97M-V/def2-TZVPD.

Last column: Löwdin charge in e.
Positions of all 15 atoms, in Å:
C (-0.25075, 1.53640, 1.68258)  -0.1247
C (0.79924, 0.83461, 0.81599)  -0.2730
C (0.26961, -0.15393, -0.23987)  0.0167
C (-0.35664, -2.11951, -1.05607)  -0.0350
C (-0.56702, -1.30063, -2.20663)  -0.3845
N (-0.59815, -0.35017, -2.87707)  0.1385
H (-0.77568, 0.82298, 2.32086)  0.0707
H (0.21167, 2.29340, 2.32955)  0.0713
H (-0.99704, 2.05904, 1.06912)  0.0752
H (1.62438, 0.44269, 1.41487)  0.1011
H (1.27378, 1.62340, 0.19149)  0.1206
H (-0.75222, 0.06969, -0.48647)  0.0459
H (0.99460, -0.27673, -1.02328)  0.0465
H (-1.28313, -2.59196, -0.70528)  0.0648
H (0.40735, -2.88929, -1.22981)  0.0659

Calculated values
- Gap between HOMO and LUMO: 9.5 eV
- Relative energy (zero: lowest compared OMol25 entry of this formula, charge and spin): 86.8 kcal/mol



Record 3
Here is one molecule with the formula C5H9N from the OMol25 dataset. Energies are from ωB97M-V/def2-TZVPD.

Last column: Löwdin charge in e.
Positions of all 15 atoms, in Å:
C (-1.44072, 1.01191, 0.35166)  -0.1087
C (-1.91138, -0.30869, -0.17888)  -0.1212
C (-0.54357, -0.20078, 0.39209)  -0.3321
N (0.52711, -0.29096, -0.57027)  -0.0868
C (1.73909, -0.97433, -0.18052)  -0.1542
C (1.74685, 0.47831, -0.38688)  -0.1435
H (-1.20033, 1.80778, -0.34990)  0.1024
H (-1.90082, 1.33157, 1.28320)  0.0944
H (-2.66452, -0.85949, 0.37029)  0.0955
H (-1.92899, -0.38107, -1.26015)  0.1029
H (-0.33993, -0.62699, 1.38002)  0.1396
H (1.79462, -1.30667, 0.85661)  0.1037
H (2.19348, -1.64656, -0.90269)  0.0994
H (2.09575, 0.89281, -1.32812)  0.1004
H (1.85052, 1.10199, 0.49853)  0.1083

Calculated values
- Gap between HOMO and LUMO: 10.3 eV
- Relative energy (zero: lowest compared OMol25 entry of this formula, charge and spin): 52.3 kcal/mol



Record 4
Here is one molecule with the formula C5H9N from the OMol25 dataset. Energies are from ωB97M-V/def2-TZVPD.

Last column: Löwdin charge in e.
Positions of all 15 atoms, in Å:
C (1.23800, -0.76735, -0.08800)  -0.0518
C (-0.09979, 0.09494, 0.22526)  -0.5597
C (0.02401, 1.44995, -0.47527)  -0.0582
C (-1.32198, -0.69873, -0.30543)  -0.0331
C (-0.15282, 0.20308, 1.68948)  -0.2039
N (-0.10921, 0.19034, 2.84590)  0.1559
H (2.09853, -0.30665, 0.40417)  0.0785
H (1.20759, -1.81603, 0.26545)  0.0900
H (1.47653, -0.83165, -1.16755)  0.0893
H (0.99144, 1.88157, -0.21717)  0.0841
H (-0.77437, 2.16053, -0.22541)  0.0931
H (-0.01402, 1.27483, -1.55753)  0.0880
H (-0.65570, -1.44605, -0.68769)  0.0484
H (-1.89419, -0.24201, -1.12667)  0.0877
H (-2.01401, -1.14678, 0.42045)  0.0916

Calculated values
- Gap between HOMO and LUMO: 12.0 eV
- Relative energy (zero: lowest compared OMol25 entry of this formula, charge and spin): 17.7 kcal/mol



Record 5
Here is one molecule with the formula C5H9N from the OMol25 dataset. Energies are from ωB97M-V/def2-TZVPD.

Last column: Löwdin charge in e.
Positions of all 15 atoms, in Å:
C (-0.84453, -1.21004, -1.85692)  -0.0170
C (-0.11584, -0.10657, -1.73080)  -0.1851
C (0.69864, 0.19413, -0.53784)  -0.1197
C (0.27102, 0.25389, 0.73497)  -0.4084
C (1.16844, 0.73151, 1.84176)  -0.0504
N (-1.06267, 0.13124, 1.07581)  0.1037
H (-1.52847, -1.47524, -2.65459)  0.0496
H (-0.70586, -2.00938, -1.15011)  0.0599
H (-0.02164, 0.64597, -2.50311)  0.0917
H (1.77822, 0.24329, -0.65754)  0.0994
H (0.65697, 1.38854, 2.53606)  0.0746
H (2.03272, 1.22853, 1.40678)  0.0744
H (1.56967, -0.09835, 2.42309)  0.0773
H (-1.34653, -0.03480, 2.02047)  0.0889
H (-1.63304, -0.19320, 0.33015)  0.0611

Calculated values
- Gap between HOMO and LUMO: 8.8 eV
- Relative energy (zero: lowest compared OMol25 entry of this formula, charge and spin): 26.0 kcal/mol



Record 6
Here is one molecule with the formula C5H9N from the OMol25 dataset. Energies are from ωB97M-V/def2-TZVPD.

Last column: Löwdin charge in e.
Positions of all 15 atoms, in Å:
H (-0.06004, 2.24409, 0.65224)  0.0535
N (-0.91746, 2.42745, 0.12865)  0.1559
C (-0.83718, 1.36394, -0.54406)  -0.3871
C (-1.24255, 0.39825, -1.53986)  -0.0325
C (0.03178, 0.18924, -0.67815)  -0.2398
C (0.04899, -0.91632, 0.36610)  -0.2349
C (1.27104, -0.92377, 1.28905)  -0.1102
H (-2.08181, -0.24737, -1.30042)  0.1100
H (-1.09971, 0.64209, -2.58740)  0.1058
H (0.97646, 0.35974, -1.19605)  0.1418
H (-0.86203, -0.84669, 0.97446)  0.1164
H (0.00223, -1.87769, -0.15817)  0.1079
H (1.34746, -0.01439, 1.89613)  0.0709
H (1.22239, -1.77353, 1.98011)  0.0704
H (2.20044, -1.02505, 0.71737)  0.0718

Calculated values
- Gap between HOMO and LUMO: 10.4 eV
- Relative energy (zero: lowest compared OMol25 entry of this formula, charge and spin): 46.4 kcal/mol



Record 7
Here is one molecule with the formula C5H9N from the OMol25 dataset. Energies are from ωB97M-V/def2-TZVPD.

Last column: Löwdin charge in e.
Positions of all 15 atoms, in Å:
C (-0.33732, 2.23420, 0.91597)  -0.0010
C (0.05097, 0.96333, 1.11722)  -0.1738
C (-0.12353, -0.04150, 0.04676)  -0.3142
C (-1.50161, -0.48771, -0.41995)  -0.0466
C (0.93324, -0.86063, -0.12297)  -0.1677
N (1.12893, -1.64406, -1.27648)  0.0361
H (-0.94691, 2.33731, 0.02786)  0.0540
H (0.07465, 2.98943, 1.56027)  0.0463
H (0.52000, 0.75329, 2.07946)  0.1010
H (-1.85795, -1.28837, 0.21410)  0.0819
H (-2.16770, 0.37365, -0.37621)  0.0692
H (-1.46304, -0.87561, -1.43246)  0.0604
H (1.84313, -0.71825, 0.44849)  0.1126
H (0.52294, -1.36250, -2.03039)  0.0688
H (2.08868, -1.64191, -1.57764)  0.0730

Calculated values
- Gap between HOMO and LUMO: 8.6 eV
- Relative energy (zero: lowest compared OMol25 entry of this formula, charge and spin): 41.9 kcal/mol



Record 8
Here is an isolated ion of composition C5H9N2 and charge +1 from the OMol25 dataset. Energies are from ωB97M-V/def2-TZVPD.

Last column: Löwdin charge in e.
Positions of all 16 atoms, in Å:
C (-0.90557, -0.61358, -2.09769)  -0.0704
C (-0.32711, -1.11806, -0.77166)  -0.1692
C (0.06028, -0.06710, 0.19759)  -0.1906
C (-0.42825, 1.13579, 0.57977)  0.0170
N (0.30952, 1.57992, 1.65343)  0.1236
C (1.27557, 0.71074, 1.90470)  -0.0503
N (1.18488, -0.25499, 1.01434)  0.1603
H (-1.99227, -0.58317, -2.07878)  0.0825
H (-0.48575, 0.34258, -2.39512)  0.0815
H (-0.67035, -1.33807, -2.87774)  0.0831
H (0.53257, -1.74719, -0.94969)  0.1150
H (-1.06820, -1.75037, -0.28889)  0.1290
H (-1.21945, 1.68253, 0.10345)  0.1468
H (0.03489, 2.34502, 2.25361)  0.1868
H (1.99680, 0.79918, 2.69780)  0.1666
H (1.70244, -1.12322, 1.05487)  0.1884

Calculated values
- Gap between HOMO and LUMO: 11.0 eV
- Charge: +1
- Relative energy (zero: lowest compared OMol25 entry of this formula, charge and spin): 14.3 kcal/mol